Record 1
# C4H8N2O

C4H8N2O in the gas phase in a non-equilibrium geometry (ωB97M-V/def2-TZVPD, the OMol25 dataset).

Element x y z (Å)
O 1.794 1.436 0.095
C 1.678 0.029 0.073
C 0.238 -0.525 0.187
C -0.604 0.174 1.303
N -1.728 0.495 0.881
N -1.768 0.560 -0.453
C -0.789 -0.406 -0.921
H 0.924 1.774 -0.166
H 2.296 -0.419 0.845
H 2.102 -0.347 -0.928
H 0.285 -1.659 0.364
H -0.238 0.131 2.313
H -2.728 0.320 -0.722
H -0.310 -0.128 -1.894
H -1.152 -1.435 -0.977

Computed properties:
LUMO = 0.8 eV
DFT total energy = -341.8885 hartree
HOMO level = -8.97 eV
Relative energy (zero: lowest compared OMol25 entry of this formula, charge and spin) = 302.4 kJ/mol

Charges per atom according to Löwdin partitioning, unit e: O -0.0590; C -0.2492; C -0.2642; C -0.1216; N -0.0073; N -0.0666; C -0.1885; H 0.0873; H 0.1082; H 0.1308; H 0.1521; H 0.1115; H 0.1259; H 0.1302; H 0.1104

Record 2
# C3H13NO4

4 unconnected molecules or ions with the total composition C3H13NO4 in a non-equilibrium geometry (ωB97M-V/def2-TZVPD, the OMol25 dataset).

Element x y z (Å)
C 0.044 -0.248 -3.079
C 0.138 -0.123 -1.594
C 0.833 -1.148 -0.744
N 1.675 -2.192 -1.357
O 0.572 -1.489 0.432
H -0.115 -1.337 -3.232
H -0.830 0.443 -3.488
H 0.945 0.182 -3.540
H -0.899 -0.079 -1.213
H 0.474 0.877 -1.486
H 2.536 -1.935 -1.885
H 2.015 -2.793 -0.716
H -0.031 1.638 3.038
H -1.336 1.290 3.443
O -0.787 2.078 3.663
H -1.299 1.416 1.499
H -1.419 2.866 1.517
O -1.322 2.236 0.975
H -0.348 -0.813 3.452
H -0.231 -0.542 1.681
O -0.616 -0.326 2.633

Computed properties:
LUMO (alpha / beta) = 3.6 / 3.6 eV
Multiplicity = 2
DFT total energy = -477.7245 hartree
HOMO level (alpha / beta) = 0.49 / -4.34 eV
Relative energy (zero: lowest compared OMol25 entry of this formula, charge and spin) = 195.4 kJ/mol
Total charge = -1

Charges per atom according to Löwdin partitioning, unit e: C -0.1671; C -0.2952; C -0.6096; N 0.0260; O -0.1662; H 0.0666; H 0.0954; H 0.0510; H 0.0933; H 0.0671; H 0.0614; H -0.0228; H 0.1037; H 0.0003; O -0.1780; H 0.0140; H -0.1085; O 0.0122; H 0.0688; H 0.0628; O -0.1753

Record 3
# C25H39NO5P2PdS

A molecular structure, C25H39NO5P2PdS in a non-equilibrium geometry (ωB97M-V/def2-TZVPD, the OMol25 dataset).

Element x y z (Å)
Pd -0.252 -0.367 0.537
C 3.126 -0.881 2.590
C 3.232 -1.541 1.206
C 4.717 -1.720 0.852
P 2.126 -0.646 0.036
C 2.075 -1.360 -1.663
C 3.405 -1.863 -2.220
C 1.449 -0.335 -2.614
C 2.699 1.052 0.016
C 4.029 1.461 0.109
C 4.340 2.793 0.316
C 3.304 3.710 0.469
C 1.986 3.314 0.348
C 1.666 1.978 0.075
N 0.358 1.550 -0.170
C -0.415 2.294 -1.036
C 0.114 3.285 -1.895
C -0.710 4.027 -2.714
C -2.088 3.825 -2.725
C -2.608 2.812 -1.944
C -1.780 2.028 -1.137
P -2.305 0.591 -0.194
C -3.318 1.255 1.202
C -4.206 2.439 0.827
C -2.354 1.642 2.332
C -3.245 -0.495 -1.354
C -2.231 -1.217 -2.250
C -4.349 0.143 -2.196
H 3.661 -1.503 3.310
H 2.097 -0.800 2.927
H 3.586 0.110 2.584
H 2.762 -2.520 1.274
H 5.306 -0.868 1.190
H 4.926 -1.889 -0.198
H 5.074 -2.591 1.404
H 1.392 -2.205 -1.545
H 4.165 -1.078 -2.222
H 3.249 -2.172 -3.256
H 3.778 -2.726 -1.673
H 2.115 0.520 -2.757
H 0.497 0.038 -2.245
H 1.281 -0.801 -3.587
H 4.824 0.736 0.016
H 5.373 3.107 0.385
H 3.528 4.747 0.689
H 1.185 4.034 0.457
H 1.180 3.457 -1.918
H -0.270 4.777 -3.360
H -2.737 4.427 -3.346
H -3.673 2.637 -1.955
H -3.930 0.424 1.537
H -3.621 3.290 0.479
H -4.750 2.752 1.721
H -4.944 2.189 0.065
H -1.693 2.453 2.013
H -1.745 0.797 2.648
H -2.925 1.989 3.196
H -3.704 -1.229 -0.697
H -1.754 -0.510 -2.935
H -2.739 -1.976 -2.848
H -1.456 -1.711 -1.663
H -3.942 0.737 -3.012
H -5.028 0.762 -1.609
H -4.942 -0.661 -2.637
O -1.037 -3.615 2.408
S 0.182 -2.817 1.976
O 0.105 -1.450 2.559
O 0.085 -2.630 0.481
O 1.360 -3.548 2.370
C -2.957 -2.541 1.165
O -2.567 -1.288 1.250
H -3.893 -2.769 1.693
H -2.045 -3.252 1.902
H -2.854 -3.045 0.191

Computed properties:
LUMO (alpha / beta) = -2.4 / -2.9 eV
DFT total energy = -2615.6386 hartree
HOMO level (alpha / beta) = -7.06 / -7.02 eV
Relative energy (zero: lowest compared OMol25 entry of this formula, charge and spin) = 377.6 kJ/mol

Charges per atom according to Löwdin partitioning, unit e: Pd 0.7089; C -0.1037; C -0.4977; C -0.0993; P 1.1025; C -0.5084; C -0.1111; C -0.1137; C -0.2918; C -0.0786; C -0.0864; C -0.0738; C -0.0404; C -0.3180; N -0.0699; C -0.3181; C -0.0311; C -0.0791; C -0.0959; C -0.1101; C -0.2919; P 1.0513; C -0.5038; C -0.1052; C -0.1083; C -0.4999; C -0.1086; C -0.1007; H 0.0910; H 0.0460; H 0.0753; H 0.0705; H 0.0649; H 0.0427; H 0.0871; H 0.0925; H 0.0795; H 0.0791; H 0.0695; H 0.0848; H 0.0332; H 0.0843; H 0.0894; H 0.1004; H 0.1052; H 0.1203; H 0.1070; H 0.1050; H 0.0980; H 0.0848; H 0.0977; H 0.0752; H 0.0812; H 0.0598; H 0.0802; H 0.0523; H 0.0818; H 0.0738; H 0.0797; H 0.0850; H 0.0493; H 0.0732; H 0.0622; H 0.0826; O -0.1996; S 0.3610; O -0.4058; O -0.4459; O -0.2732; C -0.1111; O -0.2242; H 0.1330; H 0.0844; H 0.1198

Record 4
# C27H56BF4InN3O3

A molecular structure, C27H56BF4InN3O3 in a non-equilibrium geometry (ωB97M-V/def2-TZVPD, the OMol25 dataset).

Element x y z (Å)
C 6.341 1.415 0.419
C 5.713 2.782 -0.145
C 4.558 2.320 -1.166
C 4.103 3.473 -2.168
C 3.621 2.959 -3.622
In 2.725 0.856 -3.586
B 0.551 1.022 -2.943
O 0.201 2.139 -2.064
N -0.561 0.078 -3.318
C -1.716 0.795 -3.938
C -1.102 -0.420 -2.004
C 3.064 -0.253 -5.543
F 4.200 0.350 -6.182
F 1.964 -0.230 -6.424
C 3.532 -1.752 -5.235
F 2.403 -2.550 -5.051
F 4.408 -1.785 -4.158
H 6.669 0.794 -0.470
H 5.457 0.854 0.864
H 7.161 1.583 1.168
H 5.315 3.441 0.677
H 6.464 3.329 -0.800
H 5.039 1.501 -1.786
H 3.663 1.894 -0.628
H 5.013 4.145 -2.323
H 3.316 4.130 -1.678
H 2.849 3.707 -3.999
H 4.519 3.015 -4.316
H 3.588 -0.082 -2.293
H 0.846 2.133 -1.338
H -2.545 0.025 -4.045
H -2.073 1.616 -3.230
H -1.428 1.247 -4.934
H -1.727 0.371 -1.490
H -0.289 -0.731 -1.290
H -1.788 -1.286 -2.277
H 4.094 -2.170 -6.128
C -1.909 -6.322 0.388
C -2.502 -4.892 0.428
C -3.390 -4.736 1.676
C -4.730 -5.458 1.559
C -5.454 -5.049 0.281
C -4.592 -5.215 -0.984
N -3.238 -4.612 -0.839
O -3.374 -3.285 -0.943
C -4.467 -6.715 -1.336
C -5.370 -4.633 -2.185
C -1.263 -3.984 0.596
H -1.566 -6.580 -0.617
H -1.043 -6.410 1.047
H -2.605 -7.089 0.727
H -3.587 -3.674 1.862
H -2.861 -5.105 2.560
H -4.588 -6.543 1.587
H -5.353 -5.212 2.424
H -6.374 -5.637 0.185
H -5.770 -4.005 0.379
H -3.779 -6.865 -2.173
H -5.436 -7.124 -1.636
H -4.138 -7.338 -0.507
H -5.636 -3.584 -2.041
H -6.308 -5.171 -2.336
H -4.789 -4.713 -3.107
H -0.601 -4.058 -0.271
H -0.689 -4.277 1.478
H -1.527 -2.934 0.738
C -0.048 5.918 3.453
C 0.202 4.743 2.477
C -1.103 3.950 2.277
C -1.473 3.083 3.477
C -0.307 2.183 3.873
C 1.006 2.955 4.097
N 1.320 3.892 2.982
O 1.767 3.161 1.956
C 0.933 3.730 5.433
C 2.138 1.933 4.342
C 0.556 5.439 1.143
H 0.889 6.286 3.879
H -0.515 6.764 2.943
H -0.726 5.667 4.268
H -1.014 3.302 1.398
H -1.929 4.637 2.065
H -1.780 3.704 4.324
H -2.340 2.464 3.226
H -0.573 1.628 4.779
H -0.165 1.433 3.088
H 1.814 4.364 5.567
H 0.899 3.039 6.280
H 0.046 4.351 5.536
H 2.249 1.227 3.516
H 1.934 1.336 5.233
H 3.098 2.435 4.491
H 1.481 6.014 1.234
H -0.237 6.131 0.849
H 0.668 4.735 0.317

Computed properties:
LUMO (alpha / beta) = 2.1 / 1.6 eV
Multiplicity = 3
DFT total energy = -2066.6092 hartree
HOMO level (alpha / beta) = -4.02 / -4.02 eV
Relative energy (zero: lowest compared OMol25 entry of this formula, charge and spin) = 254.0 kJ/mol
Total charge = -1

Charges per atom according to Löwdin partitioning, unit e: C -0.1394; C -0.2554; C -0.2914; C -0.3040; C -0.2927; In 0.7281; B -0.5489; O -0.0317; N -0.1908; C -0.1319; C -0.1310; C -0.4038; F -0.0779; F -0.0391; C -0.3234; F 0.0109; F -0.0196; H 0.0717; H 0.0728; H 0.0539; H 0.0945; H 0.0959; H 0.0565; H 0.0923; H 0.0839; H 0.0906; H 0.0240; H 0.0240; H -0.0398; H 0.0566; H 0.0858; H 0.0819; H 0.0911; H 0.0791; H 0.0885; H 0.0836; H 0.1563; C -0.0423; C -0.4839; C -0.1373; C -0.1852; C -0.1386; C -0.4897; N -0.0534; O -0.0173; C -0.0439; C -0.0455; C -0.0409; H 0.0930; H 0.0815; H 0.0587; H 0.1241; H 0.1237; H 0.0999; H 0.1109; H 0.1219; H 0.1235; H 0.0933; H 0.0831; H 0.0551; H 0.0781; H 0.0816; H 0.0913; H 0.0970; H 0.0831; H 0.0770; C -0.0453; C -0.4824; C -0.1317; C -0.1829; C -0.1364; C -0.4894; N -0.0574; O -0.0134; C -0.0459; C -0.0451; C -0.0390; H 0.0897; H 0.0799; H 0.0584; H 0.1265; H 0.1250; H 0.0989; H 0.1130; H 0.1219; H 0.1261; H 0.0907; H 0.0826; H 0.0545; H 0.0799; H 0.0815; H 0.0892; H 0.0920; H 0.0841; H 0.0752

Record 5
# C3H5NO2

C3H5NO2 in the gas phase (ωB97M-V/def2-TZVPD, the OMol25 dataset).

Element x y z (Å)
H 0.795 -1.058 -2.389
N 0.498 -0.511 -1.584
C -0.627 -0.912 -1.175
O -1.294 -0.361 -0.138
C -0.739 0.687 0.617
C 0.549 0.361 1.319
O -1.377 1.689 0.736
H -1.233 -1.721 -1.590
H 0.364 -0.437 2.045
H 1.297 0.011 0.605
H 0.897 1.253 1.841

Computed properties:
LUMO = 0.8 eV
DFT total energy = -322.5420 hartree
HOMO level = -10.69 eV
Relative energy (zero: lowest compared OMol25 entry of this formula, charge and spin) = 85.0 kJ/mol

Charges per atom according to Löwdin partitioning, unit e: H 0.0593; N 0.1206; C -0.2851; O 0.0273; C -0.4742; C 0.0080; O 0.1504; H 0.1361; H 0.0969; H 0.0690; H 0.0918

Record 6
# C27H47O5SiV

A molecular structure, C27H47O5SiV in a non-equilibrium geometry (ωB97M-V/def2-TZVPD, the OMol25 dataset).

Element x y z (Å)
V 1.557 -0.014 -0.747
C 0.496 1.648 -1.888
C 1.695 2.257 -1.434
C 2.785 1.645 -2.107
H 1.720 3.120 -0.776
C 2.272 0.644 -2.970
C 0.847 0.609 -2.826
H 0.138 0.048 -3.423
H -0.512 1.962 -1.638
H 3.806 2.012 -2.132
H 2.858 0.092 -3.720
C 1.451 -2.137 0.176
C 0.666 -2.092 -1.021
C 1.557 -1.930 -2.108
H -0.394 -2.329 -1.093
C 2.873 -1.847 -1.600
C 2.813 -1.980 -0.186
H 3.661 -2.135 0.473
H 1.068 -2.396 1.162
H 1.275 -2.039 -3.168
H 3.788 -1.895 -2.208
O 2.322 1.168 0.920
C 6.558 -0.053 -0.809
C 5.941 0.975 -0.040
C 6.159 0.075 -2.224
C 6.438 -1.343 -0.068
C 3.569 1.609 1.043
H 5.766 1.954 -0.438
H 6.069 0.972 1.017
H 4.250 1.214 1.884
H 3.925 2.460 0.345
H 6.946 -0.249 -2.882
H 5.925 1.139 -2.425
H 5.269 -0.559 -2.385
H 7.378 -1.843 0.020
H 5.735 -1.970 -0.609
H 6.075 -1.132 0.953
C -3.767 -0.877 -1.647
C -3.349 0.585 -1.627
C -2.718 0.960 -2.963
C -4.532 1.504 -1.363
O -2.375 0.834 -0.558
Si -1.513 0.116 0.624
O 0.046 0.239 0.263
O -1.777 0.800 2.089
C -2.626 1.933 2.446
C -2.239 3.170 1.641
C -4.076 1.561 2.188
C -2.393 2.153 3.933
O -1.908 -1.470 0.698
C -2.232 -2.377 1.804
C -1.132 -2.387 2.863
C -3.535 -1.927 2.442
C -2.398 -3.734 1.137
H -4.501 -0.998 -2.451
H -4.239 -1.177 -0.705
H -2.912 -1.540 -1.860
H -2.332 1.998 -2.940
H -1.906 0.279 -3.228
H -3.489 0.900 -3.740
H -5.169 1.107 -0.560
H -4.190 2.514 -1.106
H -5.147 1.563 -2.266
H -2.427 3.027 0.570
H -2.856 4.008 1.998
H -1.181 3.417 1.791
H -4.401 0.758 2.867
H -4.701 2.442 2.369
H -4.216 1.239 1.150
H -2.660 1.249 4.502
H -1.344 2.400 4.131
H -3.031 2.978 4.268
H -0.875 -1.372 3.180
H -1.507 -2.943 3.737
H -0.233 -2.897 2.496
H -4.322 -1.799 1.690
H -3.856 -2.698 3.154
H -3.383 -0.992 2.998
H -3.214 -3.692 0.397
H -1.477 -4.036 0.625
H -2.651 -4.477 1.899

Computed properties:
LUMO (alpha / beta) = 2.6 / 2.6 eV
Multiplicity = 2
DFT total energy = -2666.7698 hartree
HOMO level (alpha / beta) = -1.66 / -3.12 eV
Total charge = -1

Charges per atom according to Löwdin partitioning, unit e: V 0.7870; C -0.1580; C -0.1519; C -0.1448; H 0.1165; C -0.1709; C -0.1810; H 0.0894; H 0.0899; H 0.0879; H 0.1161; C -0.1501; C -0.1674; C -0.1939; H 0.1027; C -0.1719; C -0.1339; H 0.0979; H 0.0910; H 0.1211; H 0.0951; O -0.3192; C -0.3715; C -0.0318; C -0.1147; C -0.1056; C -0.2273; H 0.0317; H 0.0239; H 0.0478; H 0.0456; H 0.0563; H 0.0713; H 0.0539; H 0.0490; H 0.0575; H 0.0776; C -0.0304; C -0.6005; C -0.0318; C -0.0426; O -0.1107; Si 0.0262; O -0.3232; O -0.0981; C -0.6228; C -0.0232; C -0.0334; C -0.0358; O -0.1221; C -0.6109; C -0.0195; C -0.0386; C -0.0320; H 0.0874; H 0.0768; H 0.0937; H 0.0985; H 0.0701; H 0.0839; H 0.0759; H 0.0910; H 0.0819; H 0.0723; H 0.0847; H 0.1003; H 0.0752; H 0.0903; H 0.0538; H 0.0851; H 0.0925; H 0.0823; H 0.0912; H 0.0880; H 0.0682; H 0.0858; H 0.0861; H 0.0647; H 0.0870; H 0.0849; H 0.0823

Record 7
# C3H10NOS

2 unconnected molecules or ions with the total composition C3H10NOS in a non-equilibrium geometry (ωB97M-V/def2-TZVPD, the OMol25 dataset).

Element x y z (Å)
C -0.215 1.231 1.311
S 1.066 0.195 2.095
C 1.531 -0.992 0.777
H -0.622 0.655 0.457
H 0.193 2.147 0.872
H -0.892 1.428 2.132
H 0.673 -1.526 0.376
H 2.182 -0.547 0.036
H 2.046 -1.773 1.349
N -1.464 -0.130 -3.201
C -0.939 0.157 -1.835
O -1.125 -0.759 -0.883
H -0.647 -0.050 -3.797
H -1.943 -0.993 -3.402
H 0.150 0.430 -1.940
H -1.348 1.171 -1.555

Computed properties:
LUMO = 3.5 eV
DFT total energy = -648.4551 hartree
HOMO level = -2.63 eV
Relative energy (zero: lowest compared OMol25 entry of this formula, charge and spin) = 200.8 kJ/mol
Total charge = -1

Charges per atom according to Löwdin partitioning, unit e: C -0.4308; S 0.6654; C -0.4346; H -0.0066; H 0.0202; H 0.0045; H 0.0127; H 0.0195; H 0.0050; N -0.0388; C -0.6438; O -0.3461; H 0.0155; H 0.0239; H 0.0693; H 0.0648

Number 5 is which compound? C3H5NO2